{
  "formula": "C2H2N4O",
  "method": "ωB97M-V with the def2-TZVPD basis set",
  "mol_weight_g_mol": 98.065,
  "e_tot_ha": -371.544084,
  "multiplicity": 1,
  "e_lumo_ev": -0.851,
  "orbital_gap_ev": 8.600,
  "total_charge": 0,
  "relative_energy_kcal_mol": 47.86,
  "smiles": "Oc1cnnnn1",
  "elements": ["O", "N", "N", "N", "N", "C", "C", "H", "H"],
  "xyz": [[-2.121, 0.011, -0.054], [-0.264, -1.150, 0.105], [1.691, -0.073, -0.052], [1.195, 1.016, 0.066], [1.074, -1.177, -0.071], [-0.133, 1.251, -0.068], [-0.876, 0.130, 0.108], [-2.322, -0.920, -0.168], [-0.524, 2.234, 0.019]],
  "atomic_forces_ev_per_a": [[-4.0, 1.1, 0.2], [1.8, 2.2, -0.2], [5.4, -3.4, -0.2], [-3.0, 7.1, -0.4], [-4.5, -2.2, 0.5], [1.3, -1.0, 1.9], [3.2, -4.0, -1.7], [-0.2, -0.6, 0.1], [0.0, 0.8, -0.3]]
}